# 1
Density functional theory data (ωB97M-V with the def2-TZVPD basis set) for one molecule with the formula C8H10N2O at a distorted geometry.

```
21
Properties=species:S:1:pos:R:3
O 0.5534 -0.5760 -0.2550
N 3.4801 -0.0200 -0.5257
N -2.9261 -1.1233 -0.0918
C -2.5412 1.3617 0.1291
C 2.8607 -0.7682 0.5724
C -1.2194 1.0954 0.1035
C -3.3214 0.2025 0.0904
C -0.8094 -0.2210 -0.2054
C 2.5207 1.0393 -0.3526
C -1.6398 -1.3019 -0.1742
C 1.5514 0.0596 0.4461
H -1.2212 -2.3071 -0.2585
H 3.4056 -0.8272 1.5398
H 1.2878 0.5577 1.4919
H 2.6908 -1.8310 0.4546
H -2.9887 2.3766 0.1854
H 4.2997 0.3804 -0.3805
H -4.4732 0.3522 0.0326
H 2.6641 1.7542 0.5032
H -0.4036 1.7845 0.3042
H 2.0233 1.5664 -1.1658
```

* SMILES string: c1cncc(OC2CNC2)c1
* HOMO level: -8.9 eV
* electronic energy: -13482.4739 eV
* LUMO level: 0.81 eV
* HOMO-LUMO gap: 9.663 eV

# 2
Density functional theory data (ωB97M-V with the def2-TZVPD basis set) for C17H20Cl3NO3S2Tc as an isolated structure at a distorted geometry.

```
47
Properties=species:S:1:pos:R:3
Tc 0.0000 0.0000 0.0000
Cl 1.0714 1.9131 0.8948
Cl 1.1621 0.5433 -2.0165
Cl 2.1984 3.8793 -2.6839
S 2.5847 -0.2770 0.3380
S 3.1792 -3.3054 3.3093
O 0.7038 -1.7379 -0.4356
O 2.3708 -4.5734 2.9976
O 2.8232 -2.7956 4.7130
N 2.2763 -2.1437 2.3435
C 4.4687 -1.9697 1.5407
C -1.7521 1.1492 -1.1998
C -2.4945 -2.1281 0.4690
C -2.5588 0.4353 2.3633
C -1.8866 -0.2809 -1.2569
C 4.7063 -2.9195 2.5024
C -2.1615 -0.7372 0.0700
C 5.9883 -3.4255 2.7308
C 5.5189 -1.4740 0.7535
C -1.9552 1.5617 0.1369
C -1.8687 -1.1131 -2.4861
C 7.0512 -2.9374 1.9483
C 3.0492 -1.5675 1.4880
C -2.1940 0.4144 0.9273
C -1.9657 2.9614 0.6195
C 6.8166 -1.9639 0.9608
C -1.5772 2.0659 -2.3502
H 0.7377 -2.3050 0.3506
H -2.0317 -2.8516 -0.1949
H -1.1450 -0.7410 -3.2037
H -2.5364 2.5315 -2.5864
H -1.2246 1.5457 -3.2321
H 8.0567 -3.3075 2.1037
H -1.6035 -2.1418 -2.2642
H 7.6364 -1.5880 0.3623
H -2.9592 3.3914 0.4750
H -2.4528 -0.5404 2.8215
H -1.2523 3.5763 0.0810
H -3.5744 -2.2800 0.4278
H -0.8654 2.8556 -2.1280
H 6.1646 -4.1716 3.4931
H -3.5992 0.7510 2.4646
H -1.9408 1.1306 2.9237
H -2.8540 -1.1089 -2.9555
H -1.7240 3.0229 1.6757
H 5.3489 -0.7207 -0.0064
H -2.1611 -2.3426 1.4798
```

* HOMO level (alpha / beta): 0.0 / -1.5 eV
* 2S+1: 4
* electronic energy: -87021.5315 eV
* LUMO level (alpha / beta): 4.41 / 3.29 eV
* HOMO-LUMO gap (alpha / beta): 4.455 / 4.769 eV
* total charge: -2
* ⟨S²⟩: 3.776

# 3
Density functional theory data (ωB97M-V with the def2-TZVPD basis set) for C28H42BrMnN3P2 as an isolated structure at a distorted geometry.

```
77
Properties=species:S:1:pos:R:3
Br -6.6267 2.2056 2.3962
Mn -0.6627 -0.0897 1.0979
P -1.5662 -1.4284 -0.8481
P 1.9396 -0.3528 0.2355
N 3.2037 4.5943 -2.1144
N -0.3691 -0.7329 2.9574
N 0.0531 -2.0034 3.2391
C -0.8418 -0.2271 4.1368
C 3.1765 0.7375 1.0906
C -1.0463 -3.6371 -2.5799
C 1.0521 3.4808 -0.7557
C 2.3223 -0.0360 -1.5604
C 2.1276 4.0815 -0.0473
C -2.1211 2.4327 1.1113
C 2.6544 -2.0565 0.4957
C -0.1161 3.1663 -0.0596
C 2.2629 3.9444 -2.7945
C 4.6463 0.3078 1.1491
C 3.8917 -2.5134 -0.2810
C -2.5739 -0.2686 -1.8312
C -0.2220 -2.3389 4.5225
C -4.2600 3.5463 1.2784
C -0.8237 -1.2250 5.1152
C -4.0487 1.1773 1.9329
C -2.6086 -2.5647 0.1302
C 3.7310 0.3640 -1.9973
C -3.0886 -0.7380 -3.1895
C -0.7881 2.3264 0.6273
C 3.1411 4.6921 -0.7897
C -4.7777 2.3501 1.7749
C -3.9485 -2.9821 -0.4606
C -0.4658 -2.3658 -1.9626
C -2.6971 1.2713 1.6199
C 1.1871 3.3109 -2.1649
C -2.9079 3.5975 0.9250
H 4.7834 -1.9143 -0.0552
H -1.1582 0.7975 4.2408
H -1.9108 -3.4251 -3.2235
H 1.8241 -2.7477 0.2827
H -1.2210 -1.1590 6.1184
H 3.9237 5.2524 -0.2780
H 5.2230 1.0716 1.6926
H 2.7916 0.8333 2.1180
H -2.1892 0.2943 1.8415
H 3.7592 0.4269 -3.0957
H -0.2815 -4.1214 -3.2049
H -2.2708 -0.9791 -3.8800
H 0.5491 -2.5689 2.5635
H -1.3564 -4.3575 -1.8120
H 2.8559 -2.1232 1.5762
H 4.1234 -3.5466 0.0182
H 4.7808 -0.6466 1.6770
H 2.1107 4.1375 1.0411
H -3.7455 -1.6134 -3.1097
H -3.6756 0.0728 -3.6432
H 2.3596 3.9021 -3.8810
H -0.0169 -3.3221 4.9057
H 4.0279 1.3508 -1.6147
H 2.0144 -0.9405 -2.1047
H 0.4398 2.7669 -2.7431
H 4.4940 -0.3707 -1.7093
H 3.0862 1.7352 0.6318
H 5.1033 0.2216 0.1537
H 3.7392 -2.5142 -1.3692
H -4.5941 -2.1172 -0.6570
H -3.8349 -3.5532 -1.3902
H -4.9355 4.3898 1.1912
H -1.9415 0.6232 -1.9714
H 0.4411 -2.6198 -1.3882
H -4.4641 0.2502 2.2963
H -1.9998 -3.4503 0.3699
H -2.4961 4.4936 0.4662
H -4.4672 -3.6260 0.2635
H 1.6261 0.7615 -1.8585
H -3.4088 0.0620 -1.1948
H -0.1267 -1.6859 -2.7604
H -2.7909 -2.0672 1.0972
```

* HOMO level (alpha / beta): -13.9 / -13.9 eV
* 2S+1: 6
* electronic energy: -154111.6704 eV
* LUMO level (alpha / beta): -6.86 / -6.93 eV
* HOMO-LUMO gap (alpha / beta): 7.005 / 7.009 eV
* total charge: +2
* ⟨S²⟩: 8.765

# 4
Density functional theory data (ωB97M-V with the def2-TZVPD basis set) for C15H24N6O3 as an isolated structure at a distorted geometry.

```
48
Properties=species:S:1:pos:R:3
O 0.9466 -1.1249 -0.8292
O -3.4880 -1.4926 -1.7835
O 0.5450 4.1577 -0.7920
N -0.4550 3.2226 -1.1899
N 1.1361 3.5125 0.1413
N -1.5419 1.3335 -0.3398
N 0.8346 1.4796 1.5124
N 0.1616 -0.6921 2.4484
N -2.3256 -0.5139 1.1059
C 0.1442 -2.0175 1.7028
C 1.2296 -0.3561 -1.6743
C -3.7762 -1.7566 -0.4039
C -1.3733 0.2974 0.8822
C 2.4514 -0.7148 -2.7113
C -3.5519 -0.6156 0.2909
C 1.5138 -2.3651 1.2361
C -0.0335 0.3733 1.3526
C 0.5705 2.1692 0.4501
C 3.6353 -1.4049 -1.8169
C -2.2772 -1.2729 -2.0661
C 2.0198 -1.3643 -0.1583
C 3.2678 -2.1377 -0.7051
C -0.6248 2.2849 -0.4438
C 1.2856 -0.5872 3.3815
H -0.6728 -1.9693 1.1572
H -0.0074 -2.7693 2.7668
H 4.0378 -2.3564 -0.1844
H 4.0752 -0.1010 -1.3445
H 1.2851 -3.4162 0.9200
H 2.3573 -0.5475 0.5526
H 0.4343 -0.1559 -2.2842
H 0.9827 0.5502 3.9628
H -2.2706 -0.9387 2.1011
H 2.8476 -3.0867 -0.8591
H 1.1947 -1.3068 4.1166
H 4.3724 -1.7547 -2.4129
H -3.6968 0.2899 -0.1852
H 2.1757 -2.4433 2.0394
H 2.0266 -1.9037 -3.2004
H 2.3555 -0.2158 2.8415
H -4.4301 -0.4017 1.2602
H 2.7040 -0.0974 -3.4169
H 1.6264 0.5907 -1.4478
H -1.5249 -2.0919 -1.6845
H -1.9151 -0.4051 -1.8136
H -4.9809 -1.9646 -0.3414
H -3.0327 -2.5950 0.0035
H -2.1610 -1.3547 -3.2400
```

* HOMO level: -8.2 eV
* electronic energy: -31006.4655 eV
* LUMO level: -1.56 eV
* HOMO-LUMO gap: 6.685 eV

# 5
Density functional theory data (ωB97M-V with the def2-TZVPD basis set) for C15H19N3OS as an isolated structure at a distorted geometry.

```
39
Properties=species:S:1:pos:R:3
S 0.6824 -0.4812 1.0316
O -1.1703 1.2761 0.9967
N -0.1392 -2.0534 -0.9659
N 1.1119 -2.6268 -0.4681
N -1.6297 -0.4041 -0.3684
C -5.2018 -0.8695 -0.5529
C 1.5983 -1.6893 0.4694
C -0.4167 -0.9574 -0.3906
C -4.4415 -0.4206 0.6562
C 2.9407 1.7033 -1.2952
C 2.8900 -2.1012 0.9083
C 3.1863 0.3025 -1.3456
C 3.9850 2.0513 0.7714
C -3.1129 1.4713 -0.3299
C -1.8244 0.7190 -0.0474
C -4.1128 1.1742 0.6531
C 4.0850 -1.6472 -0.0399
C 4.3181 0.5932 0.8993
C 3.4662 2.6653 -0.5026
C 3.8189 -0.1903 0.0031
H 3.1319 -3.4615 0.9745
H -6.1816 -0.2595 -0.8038
H 4.8776 0.4278 1.7226
H -4.5965 -0.7196 -1.2279
H -3.0923 2.5631 -0.3853
H -3.7202 -1.0565 0.8444
H -3.4195 1.3273 -1.3715
H -2.1188 -0.7186 -1.1583
H 4.3281 2.9748 1.2117
H -5.4854 -1.9169 -0.7459
H -3.9760 1.2379 1.6636
H 2.4478 2.1176 -2.2400
H 4.0887 -1.9941 -0.8990
H 2.7993 -0.3015 -1.8574
H 3.0878 3.6607 -0.3840
H -5.1461 1.6872 0.4646
H 3.1029 -1.6631 2.0388
H 5.0766 -2.0042 0.5479
H -5.2377 -0.4159 1.5225
```

* HOMO level: -8.6 eV
* electronic energy: -33204.8683 eV
* LUMO level: 0.33 eV
* HOMO-LUMO gap: 8.929 eV

# 6
Density functional theory data (ωB97M-V with the def2-TZVPD basis set) for C17H54FeN4O12 as an isolated structure at a distorted geometry.

```
88
Properties=species:S:1:pos:R:3
Fe -1.1408 1.7190 -1.1086
O 0.1732 0.1606 -0.5847
O -0.5087 -2.7860 2.2295
O -3.4859 0.0647 -3.4568
O -1.0611 -5.2791 -2.3769
O -0.9335 2.1541 0.9164
O -1.2846 -0.2572 -1.8982
O 0.1510 0.8453 -2.5141
O 0.3357 1.9862 -4.9916
O -2.3368 2.3987 -2.7798
O 4.1049 0.6509 2.4680
O -3.1139 1.2197 -0.5480
O 0.2285 5.9089 -0.1501
N -2.2629 -2.5243 -0.2485
N 0.0485 3.5023 -1.2806
N -2.3733 -0.4284 1.8083
N 1.8426 -1.8540 1.0734
C -1.6083 0.3500 3.9624
C 1.4473 5.3850 -0.6724
C 2.7163 -1.2383 2.0695
C 0.1314 7.3180 -0.2426
C 0.1471 -5.6740 -3.0014
C -2.3644 -3.6997 -1.1296
C -0.2167 -4.0905 2.7148
C 0.0357 -0.2623 -1.8420
C 2.4473 3.1181 -1.3623
C -3.4159 -3.5231 -2.1860
C 1.3505 3.8696 -0.6062
C 3.6914 -0.2430 1.4463
C -0.9426 -4.0946 -1.6172
C -1.0715 -1.9746 3.2374
C -1.2668 -0.5158 2.7719
C 3.3516 -2.2762 2.9826
C 5.0988 1.5206 1.9959
H 1.0234 -2.2197 1.5661
H 0.5790 -4.1006 3.4644
H -3.2905 -0.4753 2.2357
H 0.8733 7.9044 0.3062
H 0.8888 1.4226 -5.5408
H 0.8882 -5.7701 -2.2004
H -0.8453 7.7072 0.0326
H -2.4997 -0.0682 4.4436
H -0.8327 0.2285 4.7224
H 4.7217 2.3318 1.3597
H 4.0424 -2.9265 2.4394
H -0.4017 -1.9939 4.1085
H -1.4161 -2.6571 0.3052
H 1.2667 3.3859 0.3674
H -0.5673 -3.2830 -2.2554
H 2.4206 2.0383 -1.2189
H 4.5101 -0.8394 1.0298
H 0.5324 -4.8948 -3.6675
H 0.0041 -6.5927 -3.5617
H -1.1137 -4.4656 3.2147
H 0.3550 1.5725 -4.1117
H -2.3353 -1.2369 1.1737
H 0.3233 7.6231 -1.2777
H -2.3722 1.7553 -3.5130
H 5.6007 2.0819 2.7863
H 3.8740 -1.7657 3.7912
H -2.7242 -0.3607 -3.0283
H 2.3405 5.7057 -0.1319
H 3.3859 3.3983 -0.8741
H -2.6032 -4.4837 -0.4047
H -1.9696 -2.4867 3.6032
H -1.0256 1.5509 1.6699
H -3.2146 2.7953 -2.7613
H 1.5515 5.7091 -1.7128
H -3.1827 0.3992 -0.0238
H -0.2984 -0.1970 2.3707
H 1.4495 -1.1609 0.4486
H -1.8451 1.4134 3.9054
H -3.0378 -3.0388 -3.0904
H -0.2356 -4.3013 -0.8073
H 2.0452 -0.6932 2.7534
H 0.0973 -4.7464 1.9067
H 2.6197 -2.9715 3.3956
H -3.9011 -0.6365 -3.9705
H 2.5149 3.3162 -2.4317
H -3.9674 1.3136 -0.9872
H -1.9103 -1.7494 -0.8114
H -0.5054 4.3080 -0.9504
H 5.8615 0.9338 1.4771
H 0.1432 3.8767 -2.2300
H -0.8488 3.0351 1.3042
H 3.1992 0.2785 0.6194
H -4.2624 -2.9275 -1.8413
H -3.8194 -4.4930 -2.4756
```

* HOMO level (alpha / beta): -10.8 / -10.9 eV
* 2S+1: 6
* electronic energy: -83409.9257 eV
* LUMO level (alpha / beta): -5.60 / -5.23 eV
* HOMO-LUMO gap (alpha / beta): 5.225 / 5.646 eV
* total charge: +1
* ⟨S²⟩: 8.940

# 7
Density functional theory data (ωB97M-V with the def2-TZVPD basis set) for a 2-piece molecular cluster, C28H22N3O2 overall at a distorted geometry.

```
55
Properties=species:S:1:pos:R:3
O -0.0801 3.6298 1.8898
O 4.4279 0.2221 -0.8741
N 0.6576 0.8543 2.0491
N 1.6791 0.4035 2.3160
N -1.5299 0.6062 2.8123
C -3.3781 0.3962 -1.6490
C 1.0700 1.4015 -1.6197
C 0.2673 0.5050 -0.8676
C -2.9674 3.4588 5.3891
C -2.9280 1.1044 4.7895
C 5.2166 -0.7363 -1.5148
C -4.2450 -1.8512 -1.9235
C -0.8380 2.7494 2.2964
C -1.9204 2.7924 3.3094
C 2.4360 1.2298 -1.7138
C 2.2719 -0.7981 -0.3653
C -1.8987 -1.5418 -1.4186
C 6.2642 -0.2311 -2.2907
C 3.0385 0.1674 -1.0249
C -2.2689 1.4589 3.6106
C 4.8966 -2.0937 -1.4997
C 6.8454 -1.0665 -3.2390
C -2.1039 -0.1300 -1.2582
C -0.6636 1.3019 1.9936
C -5.4015 -2.7839 -2.0819
C 6.4782 -2.4153 -3.3060
C 0.9003 -0.6059 -0.2531
C 5.5274 -2.9314 -2.4219
C -4.4035 -0.4563 -2.0197
C -2.2711 3.7966 4.2166
C -2.9689 -2.3796 -1.6843
C -3.2737 2.1190 5.6886
C -1.1365 0.7493 -0.7379
H 7.5949 -0.6556 -3.9166
H -3.5173 1.4841 -1.6352
H -0.9057 -1.9671 -1.2797
H 5.2591 -3.9883 -2.4347
H 2.7522 -1.6394 0.1372
H -5.6657 -2.9516 -3.1337
H -5.3595 -0.0511 -2.3606
H 3.0745 1.9210 -2.2630
H -3.0939 0.0520 5.0043
H -1.5939 -0.4088 2.7967
H 6.5336 0.8183 -2.1800
H -3.2679 4.2427 6.0903
H -2.0088 4.8273 3.9642
H 0.5840 2.2506 -2.1071
H -3.7430 1.8746 6.6396
H -6.2916 -2.3929 -1.5757
H 6.9392 -3.0696 -4.0465
H 4.1635 -2.4807 -0.7981
H -2.8457 -3.4654 -1.7001
H -5.1401 -3.7574 -1.6546
H 0.3034 -1.3188 0.3219
H -1.4711 1.7508 -0.4660
```

* HOMO level: -10.5 eV
* electronic energy: -37947.5701 eV
* LUMO level: -5.51 eV
* HOMO-LUMO gap: 4.940 eV
* total charge: +1

# 8
Density functional theory data (ωB97M-V with the def2-TZVPD basis set) for a 2-piece molecular cluster, C4H12 overall at a distorted geometry.

```
16
Properties=species:S:1:pos:R:3
C -2.5184 1.1381 1.4670
C 1.9754 -0.2939 -0.5013
C -1.5637 0.0878 0.9306
C 2.1087 -0.9304 -1.8776
H 1.3508 0.5921 -0.5654
H -0.5847 0.0513 1.4039
H -2.7152 0.9504 2.5206
H 2.6300 -1.8908 -1.8605
H 1.1210 -1.1236 -2.2926
H -1.2762 0.3383 -0.0960
H 2.7051 -0.2989 -2.5365
H -3.4168 1.3198 0.8854
H -2.0659 2.1372 1.5144
H 2.9274 0.0872 -0.1229
H -2.0499 -0.8840 0.9741
H 1.6785 -1.0267 0.2466
```

* SMILES string: CC.CC
* HOMO level: -11.7 eV
* electronic energy: -4342.3059 eV
* LUMO level: 1.15 eV
* HOMO-LUMO gap: 12.842 eV

Please write out number 1 again, unchanged.
Density functional theory data (ωB97M-V with the def2-TZVPD basis set) for one molecule with the formula C8H10N2O at a distorted geometry.

```
21
Properties=species:S:1:pos:R:3
O 0.5534 -0.5760 -0.2550
N 3.4801 -0.0200 -0.5257
N -2.9261 -1.1233 -0.0918
C -2.5412 1.3617 0.1291
C 2.8607 -0.7682 0.5724
C -1.2194 1.0954 0.1035
C -3.3214 0.2025 0.0904
C -0.8094 -0.2210 -0.2054
C 2.5207 1.0393 -0.3526
C -1.6398 -1.3019 -0.1742
C 1.5514 0.0596 0.4461
H -1.2212 -2.3071 -0.2585
H 3.4056 -0.8272 1.5398
H 1.2878 0.5577 1.4919
H 2.6908 -1.8310 0.4546
H -2.9887 2.3766 0.1854
H 4.2997 0.3804 -0.3805
H -4.4732 0.3522 0.0326
H 2.6641 1.7542 0.5032
H -0.4036 1.7845 0.3042
H 2.0233 1.5664 -1.1658
```

* SMILES string: c1cncc(OC2CNC2)c1
* HOMO level: -8.9 eV
* electronic energy: -13482.4739 eV
* LUMO level: 0.81 eV
* HOMO-LUMO gap: 9.663 eV

Among the records above, which one has the lowest electronic energy? C28H42BrMnN3P2

Among the records above, which one has the highest electronic energy? C4H12

What is the formula in the fifth record? C15H19N3OS